No. 1
Below is a structure of composition C22H13N2O7Pt at a distorted geometry, with properties calculated with wB97M-V/def2-TZVPD.

Element x y z (Å)
Pt -1.178 0.801 -1.077
C -1.945 -3.036 -2.783
O -1.391 -2.322 -1.698
C -0.060 -2.422 -1.498
C 0.772 -3.296 -2.188
C 2.132 -3.330 -1.908
C 2.675 -2.503 -0.939
C 1.846 -1.627 -0.252
C 0.495 -1.576 -0.534
N -0.364 -0.620 0.127
N 0.016 -0.378 1.299
C -0.552 0.587 2.097
C -1.566 1.483 1.698
O -2.128 1.485 0.549
C -2.059 2.428 2.671
C -1.535 2.496 3.910
C -0.485 1.616 4.337
C 0.051 1.697 5.636
C 0.999 0.804 6.063
C 1.433 -0.204 5.187
C 0.947 -0.283 3.907
C -0.017 0.639 3.440
H -1.858 -4.117 -2.636
H -1.464 -2.747 -3.721
H -2.995 -2.759 -2.816
H 0.367 -3.955 -2.942
H 2.769 -4.003 -2.468
H 3.735 -2.524 -0.727
H 2.244 -0.947 0.487
H -2.859 3.082 2.350
H -1.915 3.223 4.620
H -0.297 2.486 6.293
H 1.409 0.873 7.063
H 2.156 -0.936 5.529
H 1.288 -1.059 3.236
O 0.826 2.994 -6.387
C 0.404 2.562 -5.347
C -0.249 3.378 -4.225
O -0.386 4.581 -4.205
C -0.634 2.383 -3.221
C -0.199 1.118 -3.587
O -0.383 0.108 -2.778
C 0.410 1.097 -4.905
O 0.812 0.152 -5.552
O -1.269 2.572 -2.104

Atomic forces in eV per Å
Pt 0.335 -0.177 0.599
C 0.039 0.104 -0.066
O -0.059 -0.187 0.176
C 0.008 0.043 -0.175
C 0.016 -0.044 0.072
C -0.022 -0.001 0.000
C -0.027 -0.010 0.028
C 0.091 0.031 -0.045
C -0.408 -0.109 0.206
N 0.659 0.482 -0.717
N -0.704 -0.264 0.587
C 0.366 -0.102 -0.187
C -0.256 -0.267 0.096
O 0.133 0.693 -0.104
C -0.014 -0.143 -0.071
C 0.108 -0.003 0.085
C -0.117 0.058 0.018
C -0.001 0.022 -0.006
C 0.035 -0.025 -0.029
C -0.009 0.015 0.046
C -0.027 0.063 -0.048
C 0.042 -0.061 -0.034
H -0.007 -0.005 0.000
H -0.001 0.005 -0.001
H -0.003 -0.002 0.003
H 0.001 0.039 -0.036
H -0.004 -0.007 0.012
H -0.001 0.013 -0.012
H 0.003 0.001 -0.007
H 0.021 0.006 -0.034
H 0.034 0.011 -0.010
H -0.039 -0.034 0.012
H -0.014 -0.012 0.007
H 0.033 0.028 -0.017
H 0.006 -0.002 0.013
O 0.018 0.033 -0.035
C -0.017 -0.038 0.103
C -0.007 -0.100 0.018
O -0.035 0.045 -0.049
C -0.155 0.217 -0.032
C 0.038 -0.252 0.215
O 0.292 0.016 -0.328
C -0.130 0.074 -0.071
O 0.071 -0.002 0.000
O -0.295 -0.152 -0.185

Charge ... -1
Highest occupied orbital energy ... -4.60 eV
Lowest unoccupied orbital energy ... 1.680 eV
HOMO-LUMO gap ... 6.284 eV
Spin multiplicity ... 1

No. 2
Below is the molecule C4H7NS at a distorted geometry, with properties calculated with wB97M-V/def2-TZVPD.

Element x y z (Å)
C 0.199 1.936 -0.828
C -0.237 0.538 -0.575
C 0.032 -1.156 1.180
C -0.182 -2.212 0.348
H -0.645 2.447 -1.361
H 0.531 2.351 0.130
H 0.978 2.031 -1.442
H 0.180 0.778 1.467
H 0.462 -1.184 2.191
H -0.247 -3.254 0.796
H -0.493 -2.003 -0.773
N -0.140 0.148 0.810
S -0.438 -0.421 -1.944

Atomic forces in eV per Å
C -3.815 0.629 2.554
C 1.426 -1.410 1.076
C 0.036 -2.306 -0.329
C -0.927 -0.381 0.211
H 0.679 0.073 0.941
H -0.557 0.688 -0.210
H 3.123 -0.272 -2.584
H 0.604 1.969 1.013
H -0.600 -0.609 -0.276
H 0.644 1.439 -0.681
H 0.532 -1.008 3.048
N -0.835 -0.302 -5.401
S -0.307 1.491 0.636

Charge ... 0
Energy relative to the best compared isomer or geometry (same formula, charge and spin) ... 51.6 kcal per mole
Highest occupied orbital energy ... -8.09 eV
Lowest unoccupied orbital energy ... 0.210 eV
Structure (SMILES) ... C=CNC(C)=S
HOMO-LUMO gap ... 8.298 eV
Spin multiplicity ... 1

No. 3
Below is the molecule C6H10O at a distorted geometry, with properties calculated with wB97M-V/def2-TZVPD.

Element x y z (Å)
O -0.703 -0.081 3.285
C -0.463 0.922 2.657
C -0.198 0.935 1.186
C -0.187 -0.441 0.551
C -0.129 -0.212 -0.918
C 1.082 -0.178 -1.804
C 0.021 -1.234 -1.988
H -0.439 1.916 3.150
H -0.975 1.555 0.708
H 0.744 1.459 0.974
H -1.115 -0.977 0.791
H 0.636 -1.060 0.921
H -0.903 0.501 -1.218
H 1.204 0.602 -2.550
H 2.018 -0.473 -1.329
H -0.833 -0.941 -2.572
H 0.238 -2.293 -1.844

Atomic forces in eV per Å
O 0.096 0.441 -0.113
C -0.029 -0.188 0.243
C 0.041 -0.022 0.158
C 0.078 -0.002 0.080
C -0.174 0.237 0.102
C 0.058 0.208 0.042
C -0.335 0.003 0.086
H -0.031 -0.084 0.105
H 0.117 -0.067 0.214
H -0.090 0.005 0.183
H 0.187 0.117 0.052
H -0.020 0.121 -0.020
H 0.218 -0.047 0.143
H -0.077 -0.065 0.165
H -0.259 -0.188 -0.191
H 0.388 -0.880 -1.414
H -0.168 0.410 0.163

Charge ... 0
Energy relative to the best compared isomer or geometry (same formula, charge and spin) ... 28.0 kcal per mole
Highest occupied orbital energy ... -9.66 eV
Lowest unoccupied orbital energy ... 1.014 eV
Structure (SMILES) ... O=CCCC1CC1
HOMO-LUMO gap ... 10.672 eV
Spin multiplicity ... 1

Repeat the second record exactly.
Below is the molecule C4H7NS at a distorted geometry, with properties calculated with wB97M-V/def2-TZVPD.

Element x y z (Å)
C 0.199 1.936 -0.828
C -0.237 0.538 -0.575
C 0.032 -1.156 1.180
C -0.182 -2.212 0.348
H -0.645 2.447 -1.361
H 0.531 2.351 0.130
H 0.978 2.031 -1.442
H 0.180 0.778 1.467
H 0.462 -1.184 2.191
H -0.247 -3.254 0.796
H -0.493 -2.003 -0.773
N -0.140 0.148 0.810
S -0.438 -0.421 -1.944

Atomic forces in eV per Å
C -3.815 0.629 2.554
C 1.426 -1.410 1.076
C 0.036 -2.306 -0.329
C -0.927 -0.381 0.211
H 0.679 0.073 0.941
H -0.557 0.688 -0.210
H 3.123 -0.272 -2.584
H 0.604 1.969 1.013
H -0.600 -0.609 -0.276
H 0.644 1.439 -0.681
H 0.532 -1.008 3.048
N -0.835 -0.302 -5.401
S -0.307 1.491 0.636

Charge ... 0
Energy relative to the best compared isomer or geometry (same formula, charge and spin) ... 51.6 kcal per mole
Highest occupied orbital energy ... -8.09 eV
Lowest unoccupied orbital energy ... 0.210 eV
Structure (SMILES) ... C=CNC(C)=S
HOMO-LUMO gap ... 8.298 eV
Spin multiplicity ... 1